(1)
Entry from OMol25: a single C17H15ClN2O5S molecule in a non-equilibrium geometry (the ωB97M-V functional and the def2-TZVPD basis).

```
41
Properties=species:S:1:pos:R:3
O -0.1328 -0.6337 2.7363
O -1.1199 1.4707 -5.3030
O -3.2070 2.8088 -5.0979
Cl -1.9310 -5.3863 1.4663
N -2.4043 0.1919 -2.4227
O -3.3611 0.3425 -4.7748
O -2.2681 1.5190 -2.9597
C 0.4683 -0.2145 1.7577
C -1.4386 -0.2395 -1.6321
C 1.4482 3.4195 2.1942
C 2.7844 3.2567 2.5536
C -2.6999 -3.6163 -0.4946
C 0.6989 2.2603 1.9359
C -2.5969 -2.4164 -1.1923
C -0.8311 -2.9520 0.9034
C 3.4289 2.0029 2.6840
C -1.8397 -3.8888 0.5817
C 1.3104 0.9895 1.9965
C -1.5803 -1.5080 -0.8752
C -0.6876 -1.7625 0.1701
C 2.6851 0.8802 2.3792
N 0.3129 -0.7976 0.4547
C 3.3330 -0.4861 2.4946
C -0.2534 0.6351 -1.3803
C 0.8547 -0.1859 -0.7164
S -2.4303 1.6509 -4.6520
H -3.3530 0.0839 -3.8476
H 1.0190 4.3860 2.0044
H 3.3921 4.1168 2.8256
H -3.4639 -4.2995 -0.7923
H -0.3589 2.3199 1.6558
H -3.2429 -2.1795 -2.0444
H -0.1131 -3.1846 1.6803
H 4.4641 1.9288 2.9808
H 2.8445 -1.0536 3.2762
H 3.3198 -1.0436 1.5750
H 4.3937 -0.3714 2.8115
H -0.5351 1.4689 -0.7103
H 0.1173 0.9645 -2.3429
H 1.2401 -0.9349 -1.4038
H 1.7334 0.4578 -0.4755
```

Results
SMILES   Cc1ccccc1C(=O)N1CC/C(=N\OS(=O)(=O)O)c2ccc(Cl)cc21
Highest occupied orbital energy   -9.4 eV
Relative energy (zero: lowest compared OMol25 entry of this formula, charge and spin)   260.49 kJ/mol
Spin multiplicity   1

In elementary charge units, the Löwdin charges are:
1. O 0.107
2. O -0.280
3. O -0.254
4. Cl 0.681
5. N 0.051
6. O -0.145
7. O -0.251
8. C -0.351
9. C -0.142
10. C -0.070
11. C -0.074
12. C -0.083
13. C -0.020
14. C 0.001
15. C -0.005
16. C -0.034
17. C -0.622
18. C -0.120
19. C -0.092
20. C -0.140
21. C -0.216
22. N 0.016
23. C -0.031
24. C -0.072
25. C -0.140
26. S 0.708
27. H 0.013
28. H 0.099
29. H 0.101
30. H 0.101
31. H 0.120
32. H 0.124
33. H 0.118
34. H 0.109
35. H 0.084
36. H 0.072
37. H 0.088
38. H 0.139
39. H 0.127
40. H 0.137
41. H 0.144

---

(2)
Entry from OMol25: 2 unconnected molecules or ions with the total composition C4H4Cl2NP in a non-equilibrium geometry (the ωB97M-V functional and the def2-TZVPD basis).

```
12
Properties=species:S:1:pos:R:3
C -0.4398 -0.6143 -2.0153
C -0.5645 0.6117 -1.2725
C 0.1467 -1.5608 -1.2078
C 0.0499 0.3056 -0.1211
N 0.5840 -0.9429 -0.0287
P 0.4726 2.2229 2.7004
Cl 1.5967 1.1069 3.9852
Cl -1.4114 1.9570 3.4026
H -1.0263 -0.7311 -2.9205
H -1.1478 1.4616 -1.4959
H 0.3027 -2.6918 -1.4707
H 1.4372 -1.1248 0.4444
```

Results
Highest occupied orbital energy (spin up / spin down)   -8.7 / -8.4 eV
Relative energy (zero: lowest compared OMol25 entry of this formula, charge and spin)   345.33 kJ/mol
Spin multiplicity   1

In elementary charge units, the Löwdin charges are:
1. C -0.124
2. C -0.121
3. C -0.155
4. C -0.088
5. N 0.009
6. P 0.006
7. Cl 0.009
8. Cl 0.026
9. H 0.094
10. H 0.077
11. H 0.138
12. H 0.128

---

(3)
Entry from OMol25: 14 unconnected molecules or ions with the total composition C42H112O42S14 in a non-equilibrium geometry (the ωB97M-V functional and the def2-TZVPD basis).

```
210
Properties=species:S:1:pos:R:3
O 7.7997 -4.4408 -4.5586
S 6.3145 -4.6221 -4.7203
O 5.5959 -5.9169 -4.9015
O 5.6516 -3.7370 -3.5358
C 5.2883 -4.3418 -2.3188
C 4.4222 -3.3953 -1.4497
C 5.8638 -3.5732 -6.2072
H 6.2285 -4.6619 -1.8699
H 4.6962 -5.2513 -2.4199
H 4.1923 -3.7664 -0.4510
H 3.5287 -3.0482 -1.9687
H 4.8912 -2.4451 -1.1941
H 6.4960 -3.9257 -7.0222
H 5.9546 -2.5232 -5.9290
H 4.8278 -3.8189 -6.4406
O 0.7703 -1.3444 -4.6849
S 0.4973 -1.8184 -6.0098
O 1.5732 -1.9746 -6.9915
O -0.4240 -3.2030 -5.8107
C -0.2390 -4.1990 -6.7738
C -1.5054 -5.0832 -6.8571
C -0.7499 -0.6169 -6.7839
H 0.6613 -4.8094 -6.7040
H -0.2527 -3.6933 -7.7393
H -1.9438 -5.4058 -5.9127
H -1.1564 -5.9789 -7.3709
H -2.2099 -4.5754 -7.5157
H -0.6844 -0.8884 -7.8375
H -0.4093 0.3877 -6.5334
H -1.7699 -0.7798 -6.4357
O -2.5047 3.1528 -1.0130
S -2.8436 4.2509 -1.8931
O -3.1775 5.5835 -1.4262
O -1.7126 4.3689 -3.1389
C -0.9107 3.2323 -3.4063
C -0.9464 2.9048 -4.9188
C -4.2116 3.6412 -2.9971
H -1.2334 2.3133 -2.9171
H 0.0699 3.5597 -3.0610
H 0.0493 2.7640 -5.3395
H -1.3881 3.7730 -5.4080
H -1.4911 1.9982 -5.1825
H -4.8045 4.5542 -3.0518
H -4.8144 2.9129 -2.4546
H -3.6954 3.3417 -3.9092
O 6.7171 -2.0716 3.8592
S 6.1743 -1.2411 2.7519
O 6.1352 -1.6103 1.3176
O 4.6499 -0.8640 3.2220
C 3.5933 -1.7001 2.9006
C 2.4966 -1.6279 3.9264
C 6.6988 0.5301 2.8965
H 4.0032 -2.7093 2.8603
H 3.2053 -1.4101 1.9242
H 2.8692 -1.5846 4.9498
H 1.9150 -2.5496 3.9091
H 1.7700 -0.8516 3.6866
H 7.7673 0.5336 2.6812
H 6.3520 1.1240 3.7421
H 6.3509 1.1080 2.0403
O 4.5892 2.3376 -4.3549
S 3.7381 1.7891 -5.4061
O 2.3844 2.3766 -5.6482
O 4.4889 1.6679 -6.8847
C 5.7795 0.9685 -6.8843
C 5.7606 -0.2091 -8.0090
C 3.5273 -0.0473 -5.0215
H 6.1718 0.5630 -5.9517
H 6.4675 1.7575 -7.1879
H 6.7187 -0.6632 -8.2618
H 5.1704 0.0488 -8.8883
H 5.0785 -0.8562 -7.4574
H 3.0098 -0.3953 -5.9154
H 2.9338 -0.1084 -4.1093
H 4.5215 -0.4832 -4.9225
O -4.4508 0.1560 5.5220
S -5.1999 1.2266 4.8677
O -4.5665 2.4318 4.3085
O -6.2552 0.5663 3.6698
C -5.6616 0.2350 2.3996
C -5.3793 -1.2558 2.2496
C -6.5245 1.7657 5.9669
H -4.8400 0.8939 2.1187
H -6.4341 0.5914 1.7182
H -6.3943 -1.6478 2.1857
H -4.8726 -1.7336 3.0881
H -4.9731 -1.5796 1.2914
H -6.2156 2.0009 6.9854
H -7.2843 0.9863 6.0253
H -6.9746 2.6896 5.6036
O 2.6024 2.9535 -1.9055
S 2.5763 3.4338 -0.5159
O 2.9242 2.5550 0.5829
O 3.6700 4.6709 -0.2826
C 3.9974 5.5521 -1.3401
C 5.5028 5.7590 -1.3275
C 1.0272 4.3432 -0.0910
H 3.5131 6.4974 -1.0950
H 3.6847 5.2677 -2.3448
H 5.7234 5.9939 -0.2862
H 5.8775 6.5632 -1.9606
H 6.0508 4.8203 -1.4086
H 0.2700 4.0131 -0.8022
H 1.2157 5.3935 -0.3135
H 0.8900 4.3154 0.9900
O -7.0185 5.0866 2.2004
S -6.6062 6.4697 2.0841
O -7.4993 7.6047 2.1567
O -5.1586 6.7328 2.8461
C -4.2059 5.6537 3.1387
C -3.1160 5.6813 2.1119
C -5.7202 6.6972 0.4384
H -4.5810 4.6307 3.1096
H -3.8572 5.8247 4.1572
H -2.3437 5.0338 2.5271
H -2.6334 6.6581 2.0817
H -3.3305 5.1702 1.1733
H -5.3094 5.7257 0.1636
H -4.9640 7.4630 0.2661
H -6.6233 6.7840 -0.1658
O -0.8354 -6.1146 2.2434
S -0.4852 -4.7782 2.7210
O -0.1515 -4.6591 4.1601
O 0.7051 -4.0979 1.8692
C 1.8322 -5.0445 1.4282
C 2.6681 -5.8295 2.4857
C -1.7421 -3.5711 2.2435
H 2.5935 -4.5033 0.8664
H 1.5807 -5.6512 0.5583
H 3.4828 -6.4679 2.1439
H 2.0083 -6.5149 3.0176
H 2.9692 -5.0719 3.2092
H -2.3210 -3.9657 1.4085
H -1.1349 -2.7228 1.9275
H -2.3695 -3.3724 3.1124
O -3.4368 -5.1938 -0.6882
S -2.7356 -5.9325 -1.7626
O -3.3734 -6.2945 -3.0949
O -1.4963 -4.8911 -1.9530
C -0.7536 -5.0147 -3.1123
C 0.5534 -4.1667 -2.9022
C -1.9359 -7.4807 -1.1805
H -1.2812 -4.6463 -3.9921
H -0.4486 -6.0429 -3.3064
H 0.2968 -3.1637 -2.5612
H 1.1422 -4.1958 -3.8190
H 1.1271 -4.6244 -2.0963
H -1.0109 -7.6246 -1.7390
H -2.6476 -8.2839 -1.3713
H -1.7717 -7.5614 -0.1060
O -2.5626 0.3649 0.5504
S -1.3270 0.5751 1.3589
O -0.9974 -0.3631 2.4407
O -0.0302 0.7403 0.2856
C 1.0245 -0.2156 0.2975
C 1.7190 -0.2016 -1.1190
C -1.3418 2.3511 2.0687
H 0.5614 -1.1932 0.4308
H 1.8058 0.0422 1.0125
H 1.7463 0.7572 -1.6368
H 1.1899 -0.8980 -1.7696
H 2.7634 -0.5101 -1.0742
H -1.7770 2.2438 3.0623
H -1.9766 2.9662 1.4309
H -0.3162 2.7177 2.0264
O 0.3032 2.3691 4.6721
S 1.4985 3.1526 4.5686
O 1.7081 4.0222 3.3998
O 1.6792 4.0545 5.9540
C 1.6275 3.2706 7.1359
C 1.4703 4.2716 8.2890
C 2.9176 1.9417 4.8659
H 2.4165 2.5347 7.2909
H 0.6948 2.7127 7.2189
H 1.4551 3.7577 9.2501
H 0.5214 4.8080 8.2830
H 2.2566 5.0232 8.3585
H 2.5806 1.0953 5.4644
H 3.7119 2.5460 5.3039
H 3.1885 1.5580 3.8823
O 0.8745 -0.4611 6.3925
S -0.3588 -0.8389 7.0725
O -0.4220 -1.8172 8.1477
O -1.0987 0.5337 7.7565
C -2.3365 0.4565 8.4801
C -2.9899 1.7483 8.1640
C -1.6237 -1.2233 5.7760
H -2.0526 0.2997 9.5208
H -2.8900 -0.4775 8.3828
H -3.4171 1.8615 7.1676
H -2.3763 2.6356 8.3197
H -3.7935 1.7824 8.8997
H -1.4574 -2.1492 5.2254
H -1.6410 -0.4272 5.0317
H -2.6019 -1.4095 6.2192
O -3.6047 -1.7120 -4.9730
S -3.4277 -0.8404 -3.8038
O -3.1372 0.5833 -3.9048
O -4.8187 -1.0187 -2.8441
C -4.9825 -0.1791 -1.7081
C -6.1985 -0.7903 -1.1133
C -2.2113 -1.5883 -2.6713
H -4.9502 0.8710 -1.9983
H -4.0951 -0.2769 -1.0828
H -6.6819 -0.2083 -0.3287
H -6.1232 -1.7867 -0.6778
H -6.9879 -0.8642 -1.8613
H -2.2998 -1.0787 -1.7118
H -1.2756 -1.3804 -3.1902
H -2.4236 -2.6541 -2.5870
```

Results
Highest occupied orbital energy   -10.5 eV
Relative energy (zero: lowest compared OMol25 entry of this formula, charge and spin)   784.87 kJ/mol
Spin multiplicity   1

Atom charges from the Löwdin analysis, given in e for atoms 1 to 99:
1. O -0.328
2. S 0.723
3. O -0.324
4. O -0.274
5. C -0.264
6. C -0.046
7. C -0.092
8. H 0.125
9. H 0.111
10. H 0.061
11. H 0.065
12. H 0.066
13. H 0.070
14. H 0.042
15. H 0.061
16. O -0.306
17. S 0.676
18. O -0.304
19. O -0.270
20. C -0.300
21. C -0.039
22. C -0.043
23. H 0.123
24. H 0.108
25. H 0.067
26. H 0.080
27. H 0.082
28. H 0.062
29. H 0.054
30. H 0.043
31. O -0.307
32. S 0.684
33. O -0.295
34. O -0.276
35. C -0.267
36. C -0.043
37. C -0.061
38. H 0.105
39. H 0.105
40. H 0.047
41. H 0.085
42. H 0.043
43. H 0.060
44. H 0.048
45. H 0.060
46. O -0.301
47. S 0.720
48. O -0.313
49. O -0.293
50. C -0.305
51. C -0.049
52. C -0.100
53. H 0.110
54. H 0.107
55. H 0.089
56. H 0.067
57. H 0.071
58. H 0.063
59. H 0.068
60. H 0.064
61. O -0.307
62. S 0.704
63. O -0.325
64. O -0.276
65. C -0.228
66. C -0.034
67. C -0.079
68. H 0.104
69. H 0.109
70. H 0.076
71. H 0.072
72. H 0.035
73. H 0.030
74. H 0.053
75. H 0.051
76. O -0.303
77. S 0.713
78. O -0.309
79. O -0.261
80. C -0.277
81. C -0.054
82. C -0.111
83. H 0.100
84. H 0.108
85. H 0.079
86. H 0.076
87. H 0.061
88. H 0.068
89. H 0.073
90. H 0.074
91. O -0.306
92. S 0.687
93. O -0.294
94. O -0.266
95. C -0.301
96. C -0.066
97. C -0.058
98. H 0.116
99. H 0.117